No. 1
{
  "formula": "C39H45BeBr5Cl4LiN4NaO10S2",
  "method": "the ωB97M-V functional and the def2-TZVPD basis",
  "symbols": ["Br", "Br", "Br", "Br", "Br", "Cl", "Cl", "Cl", "Cl", "S", "S", "Na", "O", "O", "O", "O", "O", "O", "O", "O", "O", "O", "N", "N", "N", "N", "C", "C", "C", "C", "C", "C", "C", "C", "C", "C", "C", "C", "C", "C", "C", "C", "C", "C", "C", "C", "C", "C", "C", "C", "C", "C", "C", "C", "C", "C", "C", "C", "C", "C", "C", "C", "C", "C", "C", "Be", "Li", "H", "H", "H", "H", "H", "H", "H", "H", "H", "H", "H", "H", "H", "H", "H", "H", "H", "H", "H", "H", "H", "H", "H", "H", "H", "H", "H", "H", "H", "H", "H", "H", "H", "H", "H", "H", "H", "H", "H", "H", "H", "H", "H", "H", "H"],
  "positions_angstrom": [[-0.9902, 8.3941, 9.6869], [1.8573, 9.2846, 8.5453], [-0.6043, 0.9921, -8.6108], [0.9633, 6.2443, 8.3458], [9.3984, 1.2675, -7.7022], [-8.5001, 3.8666, 10.9212], [5.7386, -0.1790, -10.2088], [-6.8782, 1.4681, 10.7790], [-6.6911, 3.4857, 8.6868], [0.2206, -5.1458, -0.5479], [3.7233, -1.7964, -8.5304], [1.8034, -1.3467, 1.6439], [1.0174, -0.8154, -7.9371], [1.7704, -5.2665, -0.9146], [-2.5028, 0.6069, -1.0133], [0.0863, -4.4276, 0.6784], [-2.3690, 5.7059, 6.9893], [-0.0500, -6.6809, -0.2632], [0.3862, -0.3624, -1.1459], [-3.7223, 0.6319, 8.0661], [-0.4875, -4.7288, -1.6996], [-0.2414, 1.3182, 1.2987], [-2.7174, -1.7947, -5.1786], [4.8727, -2.9508, -6.0069], [-1.9749, -1.3763, -7.3985], [-1.1059, -3.2290, -6.1778], [2.2667, -6.5558, -0.4970], [0.3961, 8.0682, 8.3664], [0.0858, 0.8258, 2.5612], [-3.3180, 4.6900, 10.9429], [-3.7517, 2.4473, 10.1923], [8.0226, -1.5274, -7.2081], [-3.2189, 1.2257, -2.0691], [1.6263, -1.3637, -6.8707], [-3.0295, 4.1295, 8.6228], [7.6487, -2.8712, -5.1741], [-2.6355, 2.9940, 3.8127], [0.8628, 1.4547, 0.4162], [-0.7728, -1.0144, -0.6163], [2.9213, -1.8737, -6.9720], [-3.1370, 2.2199, 6.4320], [-3.7127, 3.3852, 11.2105], [1.6354, -1.9788, -4.5703], [-2.7987, 3.5448, 6.1494], [-1.5470, -1.8402, -6.0955], [7.1280, -2.2037, -6.4237], [-0.4539, -0.9599, -5.4445], [5.7758, -2.2724, -6.8056], [7.6101, -0.8863, -8.3765], [5.3815, -1.6513, -8.0102], [-2.5515, 3.9259, 4.8338], [0.9495, -1.4307, -5.6526], [-7.7583, 2.6841, 9.8528], [0.5227, 1.0480, -0.9951], [2.9076, -2.4661, -4.6634], [3.5796, -2.4314, -5.8908], [1.0815, -7.4757, -0.6690], [-2.7016, 4.5540, 7.2410], [-2.9790, 5.0603, 9.6533], [-2.0603, -0.6994, -1.3355], [-3.4069, 2.8112, 8.9007], [-3.2101, 1.2870, 5.4073], [-2.9611, 1.6716, 4.1007], [6.2837, -0.9503, -8.7812], [-3.4450, 1.7846, 7.8260], [1.5386, -9.2840, -2.8091], [-1.6724, 8.6861, 7.0474], [-2.3010, 4.9534, 4.6123], [3.1202, -6.8481, -1.1033], [-4.2030, 0.7670, -2.1992], [-1.3160, -3.6650, -5.2865], [0.6297, 1.5676, 3.1549], [-3.3994, -2.4345, -5.5709], [-1.7381, -2.0285, -8.1322], [1.1492, -8.3734, -0.0601], [-0.0449, 8.2659, 7.3925], [5.2683, -3.0838, -5.0872], [-3.4711, 0.2637, 5.6396], [-0.3406, 1.5895, -1.3807], [0.9563, -7.7720, -1.7446], [-1.9044, -0.8049, -2.4146], [9.0561, -1.4911, -6.9139], [-0.8311, 0.5584, 3.0760], [-0.6338, -1.0357, -4.3756], [-3.3480, 2.2739, -1.8077], [-2.8252, -1.4214, -1.0240], [8.3049, -0.3565, -9.0033], [8.6540, -3.2330, -5.3407], [-8.5418, 2.1838, 9.3003], [0.6913, -0.0893, 2.4667], [7.0313, -3.7276, -4.9099], [-3.9913, 3.0995, 12.2157], [-3.0298, 0.9437, 3.3021], [2.5686, -6.4857, 0.5492], [-4.0557, 1.4334, 10.4012], [1.1849, 2.5002, 0.4487], [-0.8766, -0.8311, 0.4602], [1.3752, 1.3206, -1.6209], [-3.2822, 5.4183, 11.7421], [-2.6784, 6.0741, 9.4405], [-0.5801, -2.0815, -0.7468], [-1.6974, -3.6906, -6.8605], [-3.1557, -0.8824, -5.2650], [-1.6167, -0.4195, -7.6180], [1.6236, -0.6772, -8.6773], [1.1139, -1.9956, -3.6288], [3.4137, -2.8808, -3.8031], [1.7092, 0.8132, 0.7170], [-2.4515, 3.2942, 2.7892], [7.6099, -2.1881, -4.3285], [-2.6623, 1.1688, -3.0102], [-0.5890, 0.0804, -5.7393]],
  "lowdin_charge": [0.668, 0.692, 0.219, 0.686, 0.044, 0.548, 0.754, 0.574, 0.561, 0.571, 1.129, 0.780, -0.165, -0.200, -0.200, -0.250, 0.016, -0.177, -0.134, 0.127, -0.203, -0.164, 0.058, 0.162, 0.061, 0.101, -0.156, -1.702, -0.094, -0.038, -0.050, -0.079, -0.088, -0.262, -0.099, -0.021, -0.051, -0.175, -0.169, -0.343, -0.072, -0.039, -0.014, -0.079, -0.654, -0.189, -0.073, -0.165, -0.189, -0.439, -0.001, -0.124, -1.518, -0.158, -0.008, -0.230, -0.251, -0.271, -0.019, -0.185, -0.120, 0.012, -0.065, -0.669, -0.285, 0.404, 0.782, 0.114, 0.129, 0.096, 0.080, 0.116, 0.072, 0.075, 0.124, -0.098, 0.122, 0.127, 0.133, -0.094, 0.109, 0.095, 0.082, 0.085, 0.090, 0.142, -0.006, 0.092, 0.016, 0.023, 0.072, 0.119, 0.111, 0.135, 0.099, 0.144, 0.118, 0.141, 0.114, 0.051, 0.106, 0.078, 0.073, -0.168, 0.042, 0.109, 0.111, 0.102, 0.114, 0.095, 0.087, 0.106],
  "multiplicity": 1,
  "relative_energy_kcal_mol": 0.0,
  "total_charge": 2,
  "gap_ha": 0.0699
}

=====

No. 2
{
  "formula": "C39H46AsBrCl4MoO3PSi3",
  "method": "the ωB97M-V functional and the def2-TZVPD basis",
  "symbols": ["Mo", "Br", "As", "Cl", "Cl", "Cl", "Cl", "P", "Si", "Si", "Si", "O", "O", "O", "C", "C", "C", "C", "C", "C", "C", "C", "C", "C", "C", "C", "C", "C", "C", "C", "C", "C", "C", "C", "C", "C", "C", "C", "C", "C", "C", "C", "C", "C", "C", "C", "C", "C", "C", "C", "C", "C", "C", "H", "H", "H", "H", "H", "H", "H", "H", "H", "H", "H", "H", "H", "H", "H", "H", "H", "H", "H", "H", "H", "H", "H", "H", "H", "H", "H", "H", "H", "H", "H", "H", "H", "H", "H", "H", "H", "H", "H", "H", "H", "H", "H", "H", "H", "H"],
  "positions_angstrom": [[-0.0314, 0.1481, -0.7286], [4.9629, -1.9543, -4.8596], [1.2294, 1.7911, 0.4240], [-1.5698, 2.8091, -4.5223], [-6.3759, 2.1902, -2.1177], [-5.0387, 0.7047, 0.2373], [-4.6863, 3.2130, -4.5125], [-1.0193, -2.4923, 0.6328], [4.0476, 1.8285, 0.8204], [0.7911, 3.8452, -0.9801], [0.1207, 1.9221, 2.7124], [-1.9661, 0.3589, -0.2312], [-0.6617, 1.2119, -1.9997], [-0.0133, -1.3017, 0.3674], [-0.0092, -6.3745, 1.1443], [-0.6905, -5.1721, 1.1686], [-2.1403, -2.5291, -0.7871], [-3.9237, 2.3860, -3.2265], [1.2677, -6.4373, 0.6056], [-1.9448, -2.2587, 2.1644], [-1.6733, 2.4889, 2.4355], [-2.5363, 2.1857, -3.2490], [-1.0902, 4.1687, -0.9203], [1.4783, -0.4226, -2.0480], [-2.1672, -2.7379, 4.5063], [-2.5063, -2.2017, -3.1431], [1.2114, -4.0825, 0.1407], [2.4049, -0.7872, -4.2871], [-3.4393, -3.0080, -0.6480], [2.6472, -1.0308, -1.5392], [-0.0740, -4.0241, 0.6732], [-4.0872, 1.2174, -1.0905], [0.2218, 0.1356, 3.3743], [4.7155, 1.5477, -0.9443], [1.8771, -5.2955, 0.1081], [-4.2736, -3.0520, -1.7524], [-2.7172, 0.9671, -1.1244], [1.2835, 3.0917, 3.6604], [-3.3969, -2.0916, 4.5088], [-1.4424, -2.8359, 3.3327], [3.6600, -1.4896, -2.3550], [1.7502, 5.2617, -0.1399], [-3.8921, -1.5138, 3.3487], [1.3967, -0.3517, -3.4510], [4.4754, 3.5393, 1.5293], [3.5519, -1.3612, -3.7406], [1.5540, 3.4203, -2.6754], [4.1422, 0.3583, 2.0428], [-3.1632, -1.5804, 2.1734], [-1.6632, -2.1708, -2.0474], [-4.6899, 1.9099, -2.1500], [-1.9476, 1.4779, -2.2066], [-3.8209, -2.6205, -2.9889], [-5.2743, -3.4339, -1.6485], [0.5138, 0.0929, -3.9052], [5.4110, 0.7123, -0.9648], [-1.4697, 4.3561, -1.9206], [-2.2078, 2.4921, 3.3818], [1.7882, -7.3812, 0.5720], [2.2999, -0.6838, -5.3549], [-0.1994, -0.5681, 2.6572], [-2.1305, -1.9305, -4.1174], [2.7805, -1.1194, -0.4594], [-1.3109, 5.0544, -0.3313], [2.8730, -5.3602, -0.3019], [-1.7322, 3.4977, 2.0352], [-0.4901, -3.3492, 3.3088], [5.5365, 3.5617, 1.7720], [3.9269, 1.3402, -1.6641], [1.6770, -3.1775, -0.2355], [-3.9710, -2.0381, 5.4201], [-0.4751, -7.2601, 1.5471], [0.8557, 3.3640, 4.6198], [-3.7949, -3.3359, 0.3180], [-4.4870, -2.6338, -3.8346], [1.1237, 2.5236, -3.1166], [-1.6572, 3.3376, -0.5033], [-0.6081, -1.9395, -2.1843], [1.2951, 6.2139, -0.3962], [1.3779, 4.2316, -3.3765], [4.5380, -1.9431, -1.9231], [-1.7888, -3.1838, 5.4128], [3.2412, -0.2570, 2.0201], [2.6319, 3.2908, -2.6005], [2.2387, 2.6137, 3.8622], [-2.2181, 1.8175, 1.7721], [-0.3552, 0.0377, 4.2898], [-1.6903, -5.1085, 1.5758], [2.7795, 5.3160, -0.4800], [4.2866, 0.7175, 3.0594], [3.9355, 3.7909, 2.4380], [-3.5353, -1.1103, 1.2740], [1.7388, 5.1729, 0.9440], [4.3050, 4.3244, 0.7971], [-4.8582, -1.0311, 3.3556], [4.9953, -0.2802, 1.8216], [1.2422, -0.1668, 3.6007], [5.2685, 2.4158, -1.2956], [1.4564, 4.0153, 3.1141]],
  "lowdin_charge": [1.549, 0.870, 0.820, 0.797, 0.781, 0.800, 0.778, 0.999, 0.670, 0.477, 0.487, -0.208, -0.310, -0.510, -0.030, -0.066, -0.282, -0.676, -0.025, -0.306, -0.178, -0.607, -0.166, -0.314, -0.034, -0.038, -0.062, -0.079, -0.052, -0.158, -0.285, -0.585, -0.189, -0.178, -0.043, -0.020, -0.351, -0.189, -0.020, -0.085, -0.115, -0.190, -0.033, -0.092, -0.166, -0.633, -0.192, -0.194, -0.094, -0.105, -0.669, -0.339, -0.022, 0.127, 0.105, 0.043, 0.033, 0.050, 0.126, 0.121, -0.024, 0.122, 0.088, 0.051, 0.118, 0.031, 0.121, 0.059, 0.002, 0.079, 0.126, 0.125, 0.051, 0.117, 0.125, -0.015, 0.008, 0.080, 0.049, 0.049, 0.118, 0.124, 0.002, 0.026, 0.026, 0.005, 0.051, 0.118, 0.026, 0.040, 0.024, 0.035, 0.016, 0.019, 0.120, 0.043, 0.034, 0.049, 0.018],
  "multiplicity": 1,
  "total_charge": 3,
  "gap_ha": [0.1840, 0.1840]
}

=====

- Which formula does entry 1 have?
  C39H45BeBr5Cl4LiN4NaO10S2